ORCA calculation (ωB97M-V with the def2-TZVPD basis set) on C4H10N2O in the gas phase in a non-equilibrium geometry.

Each line ends with the Mulliken charge.
Cartesian coordinates (Å):
C  0.33970  -2.33728  0.26783  -0.597
C  -1.30622  2.02076  0.35843  -0.993
N  -0.18617  -1.67754  -0.89752  -0.360
N  -0.80091  1.05136  -0.58353  -0.301
C  0.48893  0.57171  -0.48987  0.578
C  1.42294  0.95936  0.39885  -0.900
O  0.73684  -0.51249  -1.27045  -0.323
H  -0.07508  -2.25956  -1.72412  0.248
H  -1.45113  0.33573  -0.88356  0.315
H  0.65080  -1.54186  0.97897  0.247
H  1.22214  -2.95843  0.07538  0.256
H  -0.45833  -2.93763  0.71095  0.267
H  -0.73334  2.94113  0.28147  0.284
H  -1.25611  1.67050  1.39564  0.350
H  -2.33980  2.23985  0.11439  0.332
H  1.32962  1.87601  0.94861  0.296
H  2.41610  0.55839  0.31854  0.300

Properties
HOMO-LUMO gap: 9.07 eV
maximum force: 1.69 eV/A
ΔE to the lowest compared entry with this formula, charge and spin: 363.6 kJ/mol
E_tot: -343.062970 hartree
SMILES: C=C(NC)ONC